1.
Density functional theory data (ωB97M-V/def2-TZVPD) for an isolated molecule of C16H20N4O6S in a non-equilibrium geometry.

The geometry in XYZ format:
```
47
Properties=species:S:1:pos:R:3
S -1.518 -0.623 -1.606
O 4.237 -1.768 3.135
O 3.255 -0.908 1.307
O 5.258 -4.413 2.539
O -1.283 -0.992 -3.034
O -1.999 -1.717 -0.691
O 3.808 -5.994 3.603
N 0.046 -0.168 -0.922
N 1.727 -4.946 1.697
N 1.325 -2.921 1.354
N 0.815 -4.154 1.241
C -3.456 2.541 0.192
C -2.793 1.315 -0.016
C 4.126 -4.893 2.793
C 2.597 -2.991 1.855
C 0.942 -1.337 -0.475
C 2.944 -4.290 2.107
C -2.938 1.742 -2.381
C 0.762 2.708 -0.422
C -3.586 3.008 -2.131
C -4.763 4.456 -0.538
C 0.705 0.736 -1.982
C 3.401 -1.824 2.041
C 0.543 -1.698 0.938
C -3.983 3.339 -0.843
C 1.647 1.761 -1.311
C -2.476 0.925 -1.292
H 2.372 1.268 -0.775
H -0.006 1.190 -2.559
H 1.413 3.347 0.241
H 2.233 2.335 -2.065
H -4.889 5.142 -1.360
H -4.315 5.012 0.249
H 2.055 -1.090 -0.633
H -0.547 -1.949 1.094
H -3.626 2.728 1.241
H -2.532 0.700 0.829
H 0.066 2.080 0.124
H 3.120 -6.478 3.182
H -2.760 1.434 -3.365
H 0.303 3.445 -1.072
H -3.882 3.642 -3.106
H 1.295 0.118 -2.607
H 4.629 -0.911 3.199
H 0.777 -2.252 -1.079
H 0.721 -0.771 1.557
H -5.768 4.115 -0.254
```

Properties
HOMO   -9.726 eV
M   396.42 g mol⁻¹
Calculated total energy   -45993.5806 eV
Strongest force on any atom   0.096 hartree/bohr
Kohn-Sham gap   9.661 eV
Structure (SMILES)   CCCN(CCn1nnc(C(=O)O)c1C(=O)O)S(=O)(=O)c1ccc(C)cc1
Energy relative to the best compared isomer or geometry (same formula, charge and spin)   107.14 kcal per mole

---

2.
Density functional theory data (ωB97M-V/def2-TZVPD) for a structure of composition C16H20N5O2Sn in a non-equilibrium geometry.

The geometry in XYZ format:
```
44
Properties=species:S:1:pos:R:3
Sn -1.088 -1.251 -0.936
O 0.395 -0.234 0.674
O 4.164 0.189 1.831
N -2.606 0.598 -0.561
N 2.664 0.099 -0.953
N -3.077 -2.507 -0.118
N 2.474 0.469 0.142
N 0.680 0.339 -2.974
C 0.357 1.168 -5.206
C -3.550 0.540 0.604
C 1.706 1.040 -5.478
C 1.514 0.066 1.121
C 1.897 0.203 2.480
C 1.303 0.422 4.803
C 2.664 0.569 5.121
C -0.106 0.775 -3.957
C 2.916 -0.139 -2.156
C -4.567 -0.589 0.478
C 3.278 0.334 2.825
C -4.021 -1.947 0.897
C 1.995 0.261 -3.240
C 2.544 0.562 -4.478
C 0.924 0.223 3.506
C 3.641 0.540 4.146
H -4.847 -2.643 1.044
H -0.330 1.551 -5.947
H 3.867 -0.601 -2.418
H -2.964 0.404 1.514
H 2.954 0.681 6.158
H 4.686 0.625 4.417
H -3.632 -2.731 -0.947
H -3.486 -1.850 1.843
H -2.009 1.414 -0.421
H -1.173 0.796 -3.745
H 0.563 0.459 5.589
H -2.775 -3.417 0.233
H -5.409 -0.357 1.130
H -4.072 1.495 0.676
H -4.964 -0.638 -0.541
H 3.605 0.449 -4.659
H 2.101 1.291 -6.453
H 5.064 0.415 2.109
H -0.116 0.109 3.235
H -3.166 0.821 -1.385
```

Properties
HOMO   -17.507 eV
M   433.08 g mol⁻¹
Net charge   +3
Calculated total energy   -34264.7809 eV
Strongest force on any atom   0.036 hartree/bohr
Kohn-Sham gap   6.431 eV

---

3.
Density functional theory data (ωB97M-V/def2-TZVPD) for a structure of composition C16H20NORhSe in a non-equilibrium geometry.

The geometry in XYZ format:
```
40
Properties=species:S:1:pos:R:3
Rh 1.151 -0.360 0.431
Se -0.593 -3.523 2.826
O 0.057 0.943 1.929
N 1.397 -1.344 2.563
C 0.221 2.188 1.848
C 1.253 -0.081 -1.549
C -2.844 0.527 1.163
C -2.551 -1.220 -0.317
C -2.725 1.078 -0.152
C -0.366 3.067 -3.328
C 0.451 -1.213 -1.247
C 2.548 -0.310 -1.005
C 1.214 -2.127 -0.469
C 0.609 -2.239 2.692
C -2.539 0.000 -1.066
C 0.432 3.965 -1.163
C 0.728 3.442 -2.366
C 2.168 3.354 -2.794
C -2.751 -0.897 1.056
C 2.526 -1.564 -0.308
H 3.400 0.358 -1.082
H -1.350 3.142 -2.838
H -0.355 3.757 -4.190
H 2.388 2.465 -3.401
H 0.939 0.777 -2.145
H -0.550 -1.401 -1.610
H 2.842 3.349 -1.925
H -0.263 2.043 -3.728
H -0.692 2.805 1.944
H 3.346 -2.015 0.220
H 0.855 -3.070 -0.060
H 1.213 4.292 -0.482
H -0.600 4.054 -0.817
H -2.406 0.100 -2.137
H -3.001 1.084 2.077
H -2.422 -2.224 -0.701
H -2.791 -1.610 1.873
H 2.436 4.234 -3.404
H -2.772 2.131 -0.410
H 1.241 2.606 1.690
```

Properties
HOMO (alpha / beta)   0.928 / 0.204 eV
M   424.21 g mol⁻¹
⟨S²⟩   6.02
Net charge   -2
2S+1   5
Calculated total energy   -88799.6208 eV
Strongest force on any atom   0.232 hartree/bohr
Kohn-Sham gap (alpha / beta)   3.917 / 4.015 eV
Energy relative to the best compared isomer or geometry (same formula, charge and spin)   10.07 kcal per mole

---

The highest calculated total energy belongs to which entry? C16H20N5O2Sn